Record 1
A 2-piece molecular cluster, C3H9IN3 overall, computed with the ωB97M-V functional and the def2-TZVPD basis.

The total charge is +1. The total energy is -581.30408 a.u. The value obtained for the highest occupied orbital energy (alpha / beta) is -0.4543 / -0.4542 hartree. Its energy above the lowest of the compared OMol25 structures with the same formula, charge and spin is 2.914 eV. The HOMO-LUMO gap (alpha / beta) is 0.27380 / 0.27359 Ha.

Atoms and positions in Å:
C -0.3066 -0.3835 -0.8434
C 1.4682 1.3653 -0.3329
C 1.0217 -0.0782 -0.4914
N -1.6322 0.6551 0.6593
N -2.5735 -0.1550 0.8569
N 1.9186 -1.0359 -0.2900
I -1.1339 -2.2675 -0.7957
H -0.9529 0.3919 -1.4099
H 1.2510 1.5457 0.7115
H 0.9840 1.9273 -1.1022
H 2.5473 1.4527 -0.6151
H -3.5044 -0.2674 0.4666
H -2.5658 -0.7735 1.6780
H 2.8914 -0.9661 0.0128
H -0.9593 0.5535 1.5462
H 1.5464 -1.9644 -0.0507



Record 2
A 2-piece molecular cluster, C14H16O2 overall, computed with the ωB97M-V functional and the def2-TZVPD basis.

The total energy is -693.53230 a.u. The value obtained for the highest occupied orbital energy is -0.3090 hartree. Its energy above the lowest of the compared OMol25 structures with the same formula, charge and spin is 0.659 eV. The HOMO-LUMO gap is 0.33667 Ha. As for the SMILES: Cc1ccc(O)cc1.Cc1ccc(O)cc1.

Atoms and positions in Å:
C 2.8511 -2.8313 -1.6697
C 2.6164 -1.6845 -0.7276
C 1.6319 -0.7384 -0.9917
C 1.3967 0.3531 -0.1675
C 2.2260 0.5658 0.9222
O 2.2020 1.7819 1.5538
C 3.0695 -0.4668 1.3355
C 3.3466 -1.4880 0.4426
H 3.7389 -3.4074 -1.4151
H 3.0364 -2.3890 -2.6528
H 2.0081 -3.5159 -1.7359
H 1.1806 -0.7043 -1.9750
H 0.7204 1.1548 -0.4316
H 2.3845 1.6708 2.4912
H 3.4887 -0.5134 2.3336
H 4.0768 -2.2381 0.7295
C -1.0341 2.0192 1.7227
C -1.8484 1.3415 0.6543
C -1.7983 -0.0469 0.4956
C -2.6777 -0.6108 -0.4155
C -3.5748 0.1738 -1.1415
O -4.4610 -0.4725 -1.9831
C -3.6046 1.5354 -1.0061
C -2.7302 2.1147 -0.0772
H -1.4942 1.8136 2.6957
H -0.8938 3.0987 1.6333
H 0.0090 1.6984 1.8114
H -1.1934 -0.6582 1.1500
H -2.7235 -1.6852 -0.5373
H -4.9004 -1.1996 -1.5322
H -4.2592 2.1570 -1.5906
H -2.7899 3.1717 0.0788